[1]
C20H35B2Br4CaIMgO6S | the ωB97M-V functional and the def2-TZVPD basis

Computed properties:
E_tot: -13152.9728 Eh
energy above the lowest of the compared OMol25 structures with the same formula, charge and spin: 3.625 eV
net charge: +2
highest occupied orbital energy: -9.509 eV

Positions of all 71 atoms, in Å:
1 C 3.0172 -2.8847 2.5573
2 C 2.0293 -3.5926 1.5627
3 C 0.7196 -2.7883 1.2322
4 I -0.5867 -4.1479 0.1450
5 C 0.9147 -1.3535 0.5984
6 C 2.2584 -0.9532 -0.0943
7 O 2.9531 -1.9949 -0.8721
8 C 3.8369 -1.3375 -1.6825
9 C 3.9103 -1.6518 -3.1277
10 C 4.8408 -0.8967 -3.9845
11 C 5.7109 0.1555 -3.5113
12 C 5.6631 0.4432 -2.0618
13 C 4.7497 -0.3007 -1.2055
14 O 1.0410 -0.5770 1.8310
15 B 0.6084 0.8302 1.5443
16 O 0.0350 0.8264 0.1758
17 C -0.3797 -0.5668 0.0423
18 C -0.8642 -0.6745 -1.4511
19 C -0.1897 -1.7048 -2.4136
20 C -0.2455 -1.1548 -3.9148
21 S -1.9631 -1.1692 -4.5576
22 B -1.7306 -0.5608 0.9271
23 O -2.7218 0.4126 0.6737
24 O -2.0257 -1.4297 1.9994
25 C -3.4247 -1.4056 2.3589
26 H 3.7147 -2.1883 2.0338
27 H 2.4714 -2.4054 3.4105
28 H 3.6500 -3.6956 3.0205
29 H 1.6964 -4.5467 2.0675
30 H 2.5412 -3.9448 0.6220
31 H 0.2179 -2.6027 2.2224
32 H 2.9615 -0.6311 0.7235
33 H 2.1538 -0.0496 -0.7596
34 H 3.2537 -2.4539 -3.5254
35 H 4.8600 -1.1422 -5.0668
36 H 6.4208 0.7330 -4.1390
37 H 6.2917 1.2459 -1.5930
38 H 4.7352 -0.0462 -0.1164
39 H 0.0551 1.4395 2.4123
40 H 1.7016 1.3819 1.4108
41 H -1.9702 -0.9076 -1.4469
42 H -0.7951 0.3439 -1.9321
43 H 0.8886 -1.9400 -2.2280
44 H -0.7273 -2.6919 -2.4531
45 H 0.2798 -0.1677 -4.0025
46 H 0.3333 -1.9063 -4.5189
47 H -2.5566 -0.0040 -4.1499
48 H -2.4353 1.0040 -0.0426
49 H -4.0063 -1.6719 1.4411
50 H -3.5579 -2.2031 3.1448
51 H -3.7489 -0.4460 2.8273
52 Ca 7.6277 0.6183 -1.0566
53 C -1.0737 5.6851 0.7984
54 C -1.4571 5.1390 -0.5683
55 C -2.8405 4.5064 -0.5422
56 O -0.4978 4.1676 -0.9791
57 H -1.0447 4.8837 1.5430
58 H -0.0754 6.1262 0.7682
59 H -1.7820 6.4463 1.1330
60 H -1.4357 5.9450 -1.3050
61 H -2.8698 3.6653 0.1586
62 H -3.0989 4.1092 -1.5267
63 H -3.6019 5.2321 -0.2477
64 H -0.5081 3.4470 -0.3335
65 C -6.5326 -0.3470 4.3776
66 Br -6.4057 1.1768 3.1614
67 Br -5.0051 -0.4484 5.5488
68 Br -8.1980 -0.3439 5.3550
69 H -6.5251 -1.2413 3.7615
70 Br -3.4007 -4.0273 0.5317
71 Mg -7.8608 3.2341 3.2884

Cartesian forces (eV/Å) of the 6 atoms listed first:
0.10 -0.67 0.19
-0.33 -1.25 -0.22
1.11 1.20 1.03
-1.09 -0.13 0.16
-1.04 1.54 1.99
0.15 0.66 0.65

These are the Löwdin partial charges, in e, on atoms 1 to 4: number 1, C, carries -0.08; number 2, C, carries -0.30; number 3, C, carries -0.49; number 4, I, carries 1.20

---

[2]
C72H168N10O31 | the ωB97M-V functional and the def2-TZVPD basis

Computed properties:
E_tot: -5720.9688 Eh
highest occupied orbital energy: -6.362 eV

Positions of all 281 atoms, in Å:
1 C -24.6970 24.3777 -16.7609
2 O -23.8646 23.2680 -16.9450
3 C -24.4584 22.1444 -17.5730
4 C -25.3282 21.3205 -16.5610
5 O -24.5470 20.8165 -15.5081
6 C -25.2230 19.9082 -14.6479
7 C -24.1999 19.3471 -13.6168
8 O -23.2312 18.6411 -14.4105
9 C -22.0260 18.3747 -13.6255
10 H -24.0035 25.1410 -16.4079
11 H -25.5286 24.1410 -16.0971
12 H -25.1800 24.7277 -17.6732
13 H -23.6221 21.5708 -17.9726
14 H -25.1174 22.3867 -18.4068
15 H -25.8153 20.5437 -17.1503
16 H -26.2281 21.8845 -16.3156
17 H -25.6563 19.1186 -15.2618
18 H -26.0235 20.4303 -14.1238
19 H -24.8087 18.6653 -13.0229
20 H -23.9001 20.1683 -12.9658
21 H -21.9626 17.3652 -13.2191
22 H -21.8537 19.1402 -12.8689
23 H -21.2482 18.4516 -14.3852
24 C -24.1795 18.1970 -8.3830
25 O -24.0051 17.4437 -7.2852
26 C -23.6881 16.0587 -7.6078
27 C -24.9782 15.2482 -7.9543
28 O -25.6000 15.7200 -9.1343
29 C -26.8200 15.0724 -9.5119
30 C -26.8174 13.6232 -9.9683
31 O -26.3240 12.6705 -8.9880
32 C -25.8215 11.5394 -9.6385
33 H -23.3740 18.0496 -9.1024
34 H -24.2746 19.2481 -8.1106
35 H -25.1241 17.9657 -8.8753
36 H -23.2259 15.6064 -6.7304
37 H -22.9750 16.0861 -8.4317
38 H -25.7711 15.3312 -7.2110
39 H -24.7481 14.1856 -8.0329
40 H -27.2639 15.6361 -10.3324
41 H -27.4850 15.1859 -8.6558
42 H -26.1522 13.6205 -10.8317
43 H -27.7817 13.3044 -10.3639
44 H -26.4608 10.9578 -10.3028
45 H -25.4781 10.8721 -8.8480
46 H -24.9314 11.8867 -10.1631
47 C -15.7964 19.5093 -5.1218
48 O -15.1221 20.6829 -5.5185
49 C -15.2684 21.9214 -4.7589
50 C -16.6868 22.4553 -4.5559
51 O -17.3410 22.7292 -5.8363
52 C -17.9662 21.6714 -6.5375
53 C -18.9277 22.2359 -7.6351
54 O -19.9500 23.0980 -7.1557
55 C -20.7487 23.5323 -8.2188
56 H -15.3199 19.0524 -4.2545
57 H -15.7069 18.6656 -5.8061
58 H -16.8478 19.6238 -4.8580
59 H -14.6288 22.6403 -5.2710
60 H -14.8299 21.8352 -3.7648
61 H -16.6084 23.4301 -4.0746
62 H -17.2952 22.0550 -3.7450
63 H -18.4409 21.0647 -5.7663
64 H -17.2372 21.0231 -7.0237
65 H -19.3804 21.4717 -8.2670
66 H -18.2561 22.7702 -8.3070
67 H -21.5670 24.1377 -7.8289
68 H -21.2799 22.6370 -8.5420
69 H -20.2128 24.0453 -9.0173
70 C -25.3715 25.6933 -7.6096
71 O -25.1760 25.1416 -8.8856
72 C -26.2485 25.2171 -9.8334
73 C -27.2177 26.4217 -9.7746
74 O -26.5476 27.6772 -9.9721
75 C -27.3386 28.7966 -9.6774
76 C -26.4352 30.0136 -9.8253
77 O -25.4746 30.3744 -8.7483
78 C -24.6946 31.4938 -8.9907
79 H -25.4249 26.7817 -7.5848
80 H -24.5447 25.4204 -6.9538
81 H -26.2834 25.2857 -7.1733
82 H -26.8140 24.3099 -9.6206
83 H -25.8188 25.0792 -10.8256
84 H -27.7848 26.2719 -8.8558
85 H -27.9288 26.3244 -10.5949
86 H -27.6834 28.7813 -8.6435
87 H -28.2986 28.7583 -10.1921
88 H -27.0711 30.8984 -9.8562
89 H -25.9064 30.0324 -10.7782
90 H -23.8442 31.1344 -9.5701
91 H -24.2682 32.0233 -8.1388
92 H -25.2107 32.2826 -9.5380
93 C -23.6320 30.0740 -6.6455
94 O -22.7623 28.8952 -6.7011
95 C -23.5010 27.7663 -7.1462
96 C -22.6386 26.4770 -7.3241
97 O -21.5946 26.7537 -8.2506
98 C -20.7316 25.7000 -8.5196
99 C -19.4526 26.0524 -9.3836
100 O -19.8269 26.2308 -10.8218
101 C -18.7432 26.3935 -11.7346
102 H -23.0635 30.9240 -7.0229
103 H -24.0151 30.3036 -5.6512
104 H -24.4795 30.0505 -7.3306
105 H -24.1370 28.0021 -7.9995
106 H -24.2144 27.4885 -6.3703
107 H -23.3576 25.8104 -7.8004
108 H -22.3599 26.0793 -6.3483
109 H -21.2569 24.8809 -9.0108
110 H -20.4164 25.2454 -7.5804
111 H -18.7397 25.2284 -9.3543
112 H -18.9708 26.9327 -8.9583
113 H -19.2129 26.7399 -12.6552
114 H -18.1788 25.5068 -12.0232
115 H -17.9954 27.1126 -11.4002
116 C -26.6512 14.1485 -17.3116
117 O -26.5566 12.8223 -17.8200
118 C -25.9492 11.8051 -16.9838
119 C -26.5495 11.5177 -15.5776
120 O -26.0905 12.4663 -14.6068
121 C -26.7380 12.3181 -13.3328
122 C -26.4176 13.5049 -12.3783
123 O -26.4211 14.6694 -13.1565
124 C -26.0398 15.8003 -12.3734
125 H -27.2722 13.9858 -16.4307
126 H -27.1403 14.7668 -18.0644
127 H -25.6600 14.5242 -17.0577
128 H -24.8937 12.0644 -16.9013
129 H -26.0343 10.8600 -17.5202
130 H -26.1030 10.5608 -15.3070
131 H -27.6378 11.4868 -15.5266
132 H -26.5160 11.3400 -12.9059
133 H -27.8251 12.2942 -13.4091
134 H -25.3650 13.4227 -12.1074
135 H -26.9734 13.5455 -11.4415
136 H -26.8148 16.1245 -11.6790
137 H -25.8214 16.6208 -13.0569
138 H -25.0579 15.7440 -11.9035
139 C -24.3291 16.9994 -12.2372
140 O -23.3958 18.0179 -12.2696
141 C -23.5131 18.9699 -11.2624
142 C -22.2220 19.8960 -11.2490
143 O -22.5124 21.1565 -10.6112
144 C -22.2102 21.2076 -9.3164
145 C -22.8716 22.4774 -8.7314
146 O -22.5177 23.7270 -9.3419
147 C -23.0693 24.9366 -8.7566
148 H -25.3743 17.2978 -12.3184
149 H -24.2308 16.3026 -11.4049
150 H -24.1283 16.2488 -13.0016
151 H -23.5319 18.5918 -10.2402
152 H -24.4101 19.5305 -11.5253
153 H -21.8923 20.1041 -12.2669
154 H -21.3549 19.3732 -10.8455
155 H -21.1240 21.2889 -9.2764
156 H -22.5280 20.2665 -8.8674
157 H -22.5634 22.5662 -7.6897
158 H -23.9270 22.3607 -8.4855
159 H -24.1464 24.9182 -8.5899
160 H -22.6944 25.8210 -9.2717
161 H -22.6291 25.0912 -7.7715
162 C -25.2679 22.7572 -13.8477
163 O -26.4280 23.1468 -13.9876
164 N -24.3762 23.1379 -12.8830
165 C -23.0329 22.6562 -12.6986
166 C -24.7298 24.1879 -11.8648
167 H -24.8727 22.0783 -14.6190
168 H -22.9586 21.6629 -13.1413
169 H -22.7444 22.5308 -11.6550
170 H -22.4251 23.3793 -13.2424
171 H -24.1201 25.0858 -11.7644
172 H -25.7896 24.4399 -11.9022
173 H -24.6161 23.6970 -10.8982
174 C -28.1577 21.4777 -9.3286
175 O -28.8404 21.1501 -10.2747
176 N -26.9324 22.0026 -9.4769
177 C -26.0682 22.2902 -8.3741
178 C -26.5400 22.3944 -10.8559
179 H -28.4234 21.3082 -8.2737
180 H -26.2960 21.7949 -7.4302
181 H -25.9618 23.3613 -8.2024
182 H -25.0416 21.9325 -8.4540
183 H -26.4810 23.4824 -10.8819
184 H -25.5487 21.9828 -11.0454
185 H -27.2239 22.1328 -11.6633
186 C -27.3464 18.8027 -13.4430
187 O -26.8689 17.6813 -13.1674
188 N -27.0674 19.9080 -12.7412
189 C -27.6153 21.2004 -12.9926
190 C -26.2214 19.7638 -11.5457
191 H -28.1506 18.8999 -14.1887
192 H -26.8199 21.9374 -12.8817
193 H -28.5190 21.5116 -12.4686
194 H -27.8958 21.3852 -14.0295
195 H -25.9515 18.7452 -11.2672
196 H -25.3074 20.3568 -11.5148
197 H -26.7797 20.2101 -10.7227
198 C -21.6496 18.1818 -7.2082
199 O -21.8430 18.1919 -8.4476
200 N -22.2250 19.0849 -6.3790
201 C -22.0430 19.0767 -4.9310
202 C -23.0164 20.2621 -6.8619
203 H -21.2069 17.3579 -6.6274
204 H -23.0203 19.0853 -4.4485
205 H -21.4258 19.9508 -4.7230
206 H -21.3735 18.2878 -4.5880
207 H -23.7933 20.4871 -6.1312
208 H -22.3592 21.1309 -6.8987
209 H -23.5443 20.0501 -7.7917
210 C -21.8473 16.5312 -12.1192
211 O -22.3538 15.4609 -12.5105
212 N -20.8375 17.1405 -12.7407
213 C -20.0959 18.1997 -12.0328
214 C -20.1758 16.5765 -13.9008
215 H -22.1541 16.9408 -11.1444
216 H -19.1100 17.8310 -11.7497
217 H -20.6850 18.6744 -11.2481
218 H -19.7967 19.0467 -12.6502
219 H -19.1924 16.1833 -13.6434
220 H -20.7145 15.8356 -14.4915
221 H -19.8498 17.3098 -14.6384
222 C -20.2455 21.9131 -11.1905
223 O -19.5752 20.9830 -11.7336
224 N -20.5934 23.0214 -11.8720
225 C -21.2580 24.2127 -11.2430
226 C -20.2512 23.2299 -13.2605
227 H -20.5133 21.8788 -10.1231
228 H -20.6166 25.0899 -11.3277
229 H -21.4944 24.0640 -10.1894
230 H -22.1964 24.3116 -11.7888
231 H -19.5306 24.0476 -13.2701
232 H -19.8382 22.3456 -13.7457
233 H -21.0757 23.6766 -13.8161
234 C -22.4644 28.2112 -12.8107
235 O -23.0419 29.1858 -13.3186
236 N -22.8148 27.5903 -11.7175
237 C -22.2086 26.3722 -11.2288
238 C -23.8669 28.1121 -10.8650
239 H -21.5443 27.8114 -13.2644
240 H -21.3040 26.1102 -11.7775
241 H -22.8739 25.5109 -11.2894
242 H -21.9163 26.6013 -10.2040
243 H -24.7704 27.5051 -10.8073
244 H -23.5735 28.3047 -9.8331
245 H -24.2323 29.0781 -11.2135
246 C -21.9866 13.6240 -9.6690
247 O -21.9069 14.5111 -8.8325
248 N -22.8573 13.6391 -10.7143
249 C -22.7182 12.6769 -11.7528
250 C -23.6638 14.8195 -10.9169
251 H -21.4115 12.6853 -9.6510
252 H -22.1775 13.0298 -12.6310
253 H -23.7020 12.3349 -12.0743
254 H -22.1883 11.7623 -11.4867
255 H -23.8197 15.1069 -11.9567
256 H -24.6404 14.7963 -10.4334
257 H -23.1980 15.6534 -10.3919
258 C -23.1774 23.8538 -6.3173
259 O -24.1546 23.4075 -6.9097
260 N -22.6075 23.2480 -5.2365
261 C -21.3065 23.7267 -4.6582
262 C -23.1294 22.0541 -4.6375
263 H -22.5584 24.6823 -6.6949
264 H -21.1679 23.3479 -3.6455
265 H -21.3174 24.8142 -4.5855
266 H -20.4413 23.4023 -5.2365
267 H -22.8845 22.0688 -3.5755
268 H -24.2074 21.9319 -4.7427
269 H -22.6139 21.2129 -5.1009
270 C -24.0432 16.7247 -15.8261
271 O -24.2708 16.9632 -17.0100
272 N -23.6015 15.5398 -15.4351
273 C -23.5597 15.0504 -14.0631
274 C -23.0455 14.6293 -16.4208
275 H -24.2803 17.3436 -14.9469
276 H -24.0940 14.1012 -14.0210
277 H -24.0570 15.7142 -13.3559
278 H -22.5530 14.9029 -13.6722
279 H -22.9748 15.0235 -17.4345
280 H -22.0592 14.2844 -16.1101
281 H -23.6990 13.7595 -16.3532

Cartesian forces (eV/Å) of the 6 atoms listed first:
-0.10 0.00 -0.02
0.18 -0.49 -0.69
-0.33 -0.61 1.51
0.32 -0.05 -2.13
0.23 -0.54 -1.25
1.31 0.75 -0.32

These are the Löwdin partial charges, in e, on atoms 1 to 4: number 1, C, carries -0.11; number 2, O, carries -0.19; number 3, C, carries -0.16; number 4, C, carries -0.18

---

Question: The lowest E_tot belongs to which entry?
Answer: C20H35B2Br4CaIMgO6S

---

Question: The highest highest occupied orbital energy belongs to which entry?
Answer: C72H168N10O31